This record from the OMol25 dataset describes a molecular structure, C33H35F5N4P2ReS at a distorted geometry. The level of theory is ωB97M-V/def2-TZVPD.

Geometry as ORCA input:
```
! RIJCOSX wB97M-V def2-TZVPD def2/J DEFGRID3
* xyz 2 4
Re -1.49 1.25 0.00
S -2.30 3.41 -0.13
P 2.21 0.51 1.48
P 1.04 -1.17 -2.05
F -7.11 6.25 -2.16
F -4.80 6.14 -3.71
F -2.65 4.70 -2.91
F -5.30 2.93 0.64
F -7.33 4.55 -0.05
N 3.78 1.09 2.15
N 0.52 -2.93 -2.26
N 2.30 -0.97 2.58
N 2.35 -1.50 -3.22
C 5.77 2.20 2.35
C -4.11 -0.47 0.78
C -1.10 0.25 2.75
C 4.64 2.02 1.55
C -0.90 -4.54 -2.96
C 1.00 -4.15 -1.79
C -4.88 5.44 -2.56
C -3.76 4.73 -2.11
C -2.81 -0.43 -0.07
C 1.53 -1.19 3.74
C 4.01 -2.50 -4.41
C 3.22 -2.03 2.51
C 0.13 -5.17 -2.20
C 3.64 -1.28 -5.08
C 3.26 -2.57 -3.25
C -6.08 5.45 -1.83
C 2.03 -1.43 -0.54
C 4.38 0.70 3.36
C -5.07 3.90 -0.29
C 2.86 -0.19 -0.12
C -0.62 -3.18 -3.01
C 1.79 -2.45 4.23
C -3.10 1.60 1.93
C 2.91 -2.96 3.50
C -3.80 4.00 -0.90
C -4.02 0.42 2.05
C 5.62 1.34 3.49
C -1.55 -0.91 0.48
C -6.17 4.62 -0.72
C 2.60 -0.71 -4.34
C -1.35 -1.07 1.98
C -1.72 1.50 2.18
C -0.93 1.72 -1.92
H 4.72 -3.23 -4.75
H -0.88 -1.59 -0.09
H 0.91 -0.40 4.16
H 1.92 -4.23 -1.22
H -1.12 -2.37 -3.49
H -3.56 2.59 2.08
H 2.03 0.19 -4.47
H 6.59 2.89 2.18
H -4.97 -0.11 0.18
H 6.31 1.20 4.31
H 4.35 2.52 0.64
H -4.41 -1.50 1.11
H -0.48 2.73 -1.95
H 1.26 -2.96 5.04
H 4.04 -2.02 1.82
H -0.01 0.42 2.78
H 0.19 -6.22 -1.97
H -2.19 -1.62 2.41
H 2.68 -2.31 -0.67
H 4.10 -0.85 -5.95
H 3.94 -0.45 -0.09
H 2.76 0.66 -0.83
H 3.89 0.04 4.04
H 3.45 -3.88 3.69
H -3.04 -0.66 -1.12
H -1.84 1.73 -2.57
H -5.03 0.87 2.19
H 1.27 -1.71 0.20
H -0.21 0.97 -2.29
H -1.16 2.41 2.41
H -3.82 -0.17 2.96
H -0.45 -1.70 2.16
H 3.34 -3.26 -2.43
H -1.75 -5.01 -3.44
H -1.41 0.11 3.80
*
```

Computed properties:
**Orbital gap (alpha / beta)**: 4.30 / 2.76 eV
**Molar mass**: 862.9 u
**Strongest force on any atom**: 5.495 eV/A
**LUMO level (alpha / beta)**: -7.9 / -9.5 eV



This record from the OMol25 dataset describes a molecular structure, C2H3N3O. The level of theory is ωB97M-V/def2-TZVPD.

Geometry as ORCA input:
```
! RIJCOSX wB97M-V def2-TZVPD def2/J DEFGRID3
* xyz 0 1
O -1.20 0.39 1.09
N -0.67 0.69 -0.46
N 0.04 -1.47 -0.10
N 1.03 -0.62 -0.18
C -1.13 -0.72 -0.30
C 0.70 0.64 -0.39
H 1.39 1.46 -0.49
H 1.98 -0.98 -0.13
H -2.14 0.60 0.97
*
```

Computed properties:
**Orbital gap**: 7.39 eV
**Molar mass**: 85.1 u
**Strongest force on any atom**: 0.309 eV/A
**LUMO level**: -1.0 eV



This record from the OMol25 dataset describes 7 unconnected molecules or ions with the total composition C29H40Br2O15S3 at a distorted geometry. The level of theory is ωB97M-V/def2-TZVPD.

Geometry as ORCA input:
```
! RIJCOSX wB97M-V def2-TZVPD def2/J DEFGRID3
* xyz -1 2
Br 3.49 0.32 -0.33
Br -0.93 1.45 1.23
S -2.67 -4.48 2.45
S 0.53 1.82 -4.40
S 3.51 2.78 3.51
O -3.51 5.05 -2.37
O -2.86 -4.88 3.89
O 0.83 -2.98 -1.76
O 1.71 -2.61 1.70
O 4.88 3.12 3.13
O 0.35 3.48 -4.59
O -0.41 1.40 -3.37
O 2.28 3.23 2.89
O -2.05 -2.92 2.37
O -4.19 -2.57 -3.85
O -3.89 5.79 3.06
O 5.52 -6.45 0.74
O 3.33 1.17 3.46
O 1.98 1.59 -4.40
O -3.71 -4.61 1.43
C -4.76 6.13 0.85
C 2.48 -3.51 1.41
C -1.12 -1.69 -2.09
C 2.81 -4.58 2.35
C -4.59 6.05 -0.50
C -1.25 5.11 -5.52
C -2.90 4.65 1.19
C -0.98 3.97 -4.51
C 4.64 -5.58 0.99
C 3.88 -5.39 2.26
C 0.84 1.55 0.35
C -2.30 -3.90 -3.26
C -2.77 4.51 -0.15
C 1.73 0.29 0.68
C -3.06 -2.68 -3.34
C 3.32 3.05 5.34
C -2.62 -2.04 1.39
C -3.90 -1.42 1.85
C 4.37 0.33 3.90
C 4.65 -0.71 2.87
C -3.83 5.59 1.85
C -0.29 -2.92 -2.19
C -1.14 -5.30 1.86
C -2.32 -1.53 -2.72
C 3.27 -3.62 0.20
C -3.54 5.22 -1.17
C 4.20 -4.54 0.02
C -0.21 1.13 -6.00
C -1.05 -4.03 -2.77
H 4.24 -5.95 3.11
H -1.08 -5.02 0.81
H 5.32 0.86 3.92
H -0.57 -4.99 -2.84
H -0.59 -0.80 -1.78
H 1.98 0.24 1.74
H -2.02 3.78 -0.42
H 1.07 -0.55 0.44
H -5.66 6.59 1.23
H -2.27 5.48 -5.53
H 0.24 1.51 -6.92
H 4.76 -4.46 -0.89
H 0.79 1.59 -0.73
H -5.40 6.38 -1.13
H 1.27 2.48 0.70
H -0.62 5.90 -5.12
H 2.27 2.97 5.62
H 2.28 -4.49 3.29
H 5.07 -0.21 2.00
H 3.08 -2.79 -0.46
H 4.18 -0.16 4.85
H -2.12 -1.10 1.21
H -4.28 -0.58 1.26
H -0.41 -4.91 2.57
H -2.40 3.95 1.85
H 3.95 2.39 5.94
H -3.89 -0.95 2.83
H -1.29 1.23 -6.02
H -2.86 -2.48 0.43
H -0.05 0.05 -5.92
H -1.28 -6.39 1.92
H 3.50 4.09 5.60
H 3.70 -1.18 2.62
H -2.82 -4.80 -3.56
H -0.91 5.03 -6.55
H -4.63 -2.22 1.92
H -1.21 4.45 -3.55
H 5.39 -1.48 3.12
H -1.71 3.20 -4.76
H -2.74 -0.53 -2.75
*
```

Computed properties:
**Orbital gap (alpha / beta)**: 2.01 / 6.04 eV
**Molar mass**: 884.6 u
**Strongest force on any atom**: 3.951 eV/A
**LUMO level (alpha / beta)**: -0.5 / -0.5 eV